No. 1
Formula: C4H7N3O
Source: the Open Molecules 2025 dataset
Level of theory: the ωB97M-V functional and the def2-TZVPD basis

The geometry in XYZ format:
```
15
Properties=species:S:1:pos:R:3:forces:R:3:lowdin_charge:R:1
C 2.109 -0.872 0.531 -0.135 1.016 0.410 -0.04
C 1.226 -0.005 -0.325 0.286 0.062 -3.229 -0.49
C -1.084 -0.035 -0.101 1.635 1.507 0.311 -0.39
C -2.385 -0.581 -0.466 -0.080 -2.138 -2.557 -0.23
H 1.539 -0.841 1.466 0.519 -0.276 0.410 0.08
H 3.047 -0.326 0.621 0.045 -0.205 0.302 0.07
H 2.304 -1.929 0.298 -0.501 0.530 -0.499 0.09
H 0.833 1.544 -1.381 0.424 -0.491 -0.214 0.05
H -2.059 1.410 0.927 0.456 0.570 0.253 0.10
H -0.215 1.582 0.742 -0.883 0.508 0.474 0.10
H -2.360 -1.402 -1.281 0.288 0.800 1.198 0.15
N 1.642 1.062 -0.958 -0.877 -1.171 2.017 0.12
N -0.047 -0.597 -0.630 -0.400 0.891 1.405 0.14
N -1.126 1.141 0.653 0.586 -2.393 -1.258 0.16
O -3.423 -0.150 -0.095 -1.364 0.790 0.976 0.09
```
Positions in Å, forces in eV/Å.

LUMO energy = -0.0063 hartree
Maximum force = 3.33 eV Å⁻¹
Frontier orbital gap = 9.5964 eV
HOMO energy = -0.359 Ha
SMILES = [H]/N=C(C)\N=C(/N)C=O
Energy above the lowest of the compared OMol25 structures with the same formula, charge and spin = 1.462 eV

***

No. 2
Formula: C4H7N3O
Source: the Open Molecules 2025 dataset
Level of theory: the ωB97M-V functional and the def2-TZVPD basis

The geometry in XYZ format:
```
15
Properties=species:S:1:pos:R:3:forces:R:3:lowdin_charge:R:1
C -1.074 -0.726 0.817 0.528 3.317 -1.429 -0.13
C 0.460 -0.795 0.383 1.232 -3.264 1.033 -0.32
C 0.557 1.462 -0.853 1.711 -1.994 -2.302 -0.25
C 0.551 -2.162 -0.267 -0.383 4.016 2.650 -0.27
H -1.234 1.441 0.987 0.935 1.081 -2.014 -0.04
H -1.334 -1.501 1.651 0.405 1.459 -2.005 0.15
H -1.524 -0.852 -0.320 0.078 0.150 3.256 0.16
H 1.228 -0.975 1.329 -1.805 1.351 -2.166 0.19
H 1.663 -0.399 -1.394 -2.067 1.379 1.664 0.17
H 0.931 1.750 -1.978 -1.153 -0.113 2.791 0.15
H -0.419 3.135 -0.424 1.872 -3.024 1.531 0.15
N 0.879 0.016 -0.764 0.264 2.853 0.170 -0.02
N -0.013 2.165 0.057 -0.531 2.817 -3.682 0.03
N 0.670 -3.200 -0.664 0.378 -3.872 -1.728 0.16
O -1.341 0.641 1.440 -1.463 -6.156 2.230 -0.14
```
Positions in Å, forces in eV/Å.

LUMO energy = 0.0162 hartree
Maximum force = 6.71 eV Å⁻¹
Frontier orbital gap = 10.1622 eV
HOMO energy = -0.357 Ha
SMILES = [H]/N=C/N[C@H](C#N)CO
Energy above the lowest of the compared OMol25 structures with the same formula, charge and spin = 4.373 eV

***

No. 3
Formula: C4H7N3O
Source: the Open Molecules 2025 dataset
Level of theory: the ωB97M-V functional and the def2-TZVPD basis

The geometry in XYZ format:
```
15
Properties=species:S:1:pos:R:3:forces:R:3:lowdin_charge:R:1
C -0.253 0.154 0.092 -1.537 -0.590 -1.962 -0.40
C -0.409 1.507 -0.594 0.357 0.210 0.223 -0.03
C 0.907 -0.630 -0.354 -0.523 -3.559 -1.826 -0.42
N -0.440 0.165 1.516 -0.334 -0.214 -0.086 0.09
N 1.758 -1.243 0.458 0.301 1.159 -0.044 0.23
C -1.090 -0.893 -1.074 -1.248 2.671 3.333 -0.28
O 0.636 -1.109 -1.521 2.767 0.537 0.820 0.01
N -2.113 -1.268 -1.487 0.363 -0.337 -0.313 0.10
H -1.275 -0.330 1.806 0.101 -0.065 -0.030 0.10
H -0.472 1.105 1.890 -0.198 0.022 -0.160 0.08
H 1.791 -0.960 1.425 -0.006 0.063 -0.013 0.11
H 2.312 -2.025 0.145 -0.081 0.133 -0.174 0.13
H -1.454 1.818 -0.560 0.097 -0.037 0.167 0.09
H 0.226 2.246 -0.097 -0.118 0.130 0.015 0.08
H -0.124 1.463 -1.644 0.059 -0.122 0.050 0.09
```
Positions in Å, forces in eV/Å.

LUMO energy = 0.0088 hartree
Maximum force = 4.45 eV Å⁻¹
Frontier orbital gap = 8.8115 eV
HOMO energy = -0.315 Ha
Energy above the lowest of the compared OMol25 structures with the same formula, charge and spin = 3.166 eV

***

No. 4
Formula: C4H7N3O
Source: the Open Molecules 2025 dataset
Level of theory: the ωB97M-V functional and the def2-TZVPD basis

The geometry in XYZ format:
```
15
Properties=species:S:1:pos:R:3:forces:R:3:lowdin_charge:R:1
C 0.292 -1.607 -1.913 2.879 -0.882 -2.388 -0.30
C 0.420 -0.008 -0.148 -1.078 5.491 1.558 -0.39
C -0.087 1.956 1.227 -1.365 -1.689 1.034 -0.07
C -0.103 0.761 2.159 3.977 -3.024 -1.589 -0.19
H -1.315 -2.275 -2.835 2.371 -0.406 0.223 0.08
H 1.428 -1.262 -1.773 -1.822 -1.789 -1.412 0.16
H -1.237 -0.800 -0.809 0.047 -0.448 0.522 0.15
H 0.885 2.145 0.579 -2.479 0.047 2.139 0.13
H -0.863 2.678 1.552 0.583 -0.285 -1.068 0.09
H 0.982 0.212 2.150 -2.420 1.472 0.408 0.14
H -0.648 0.269 2.993 -0.152 1.740 -0.348 0.10
N -0.221 -2.335 -2.876 -1.008 2.428 2.390 0.07
N -0.237 -0.982 -0.837 -0.888 0.501 -0.108 0.06
N -0.730 0.499 0.809 3.538 2.226 -0.415 -0.02
O 1.433 0.749 -0.280 -2.182 -5.383 -0.945 -0.01
```
Positions in Å, forces in eV/Å.

LUMO energy = 0.0144 hartree
Maximum force = 5.89 eV Å⁻¹
Frontier orbital gap = 10.6471 eV
HOMO energy = -0.377 Ha
SMILES = [H]/N=C\NC(=O)N1CC1
Energy above the lowest of the compared OMol25 structures with the same formula, charge and spin = 4.597 eV

***

No. 5
Formula: C4H7N3O
Source: the Open Molecules 2025 dataset
Level of theory: the ωB97M-V functional and the def2-TZVPD basis

The geometry in XYZ format:
```
15
Properties=species:S:1:pos:R:3:forces:R:3:lowdin_charge:R:1
C -0.643 -0.909 0.761 -0.441 -0.826 -0.119 -0.24
C -1.421 -0.322 -0.287 0.484 0.588 -0.616 -0.11
C 0.841 0.916 -0.533 -0.534 0.729 -1.977 -0.49
N 2.127 0.546 -0.777 -0.389 -0.132 0.028 0.16
N -0.790 -0.577 2.053 0.177 0.480 0.552 0.10
C -0.251 0.109 -1.506 0.843 0.961 3.733 -0.35
O 0.510 1.830 0.195 -0.013 -0.995 -0.117 0.05
N -0.225 -0.133 -2.663 0.073 -0.435 -1.568 0.14
H 0.121 -1.639 0.537 -0.276 -0.405 0.037 0.12
H 2.296 -0.060 -1.565 -0.024 0.089 0.025 0.10
H 2.857 1.181 -0.489 -0.085 -0.131 0.077 0.11
H -1.239 0.302 2.266 0.001 -0.117 0.164 0.11
H -0.193 -0.984 2.753 0.085 0.288 -0.091 0.10
H -2.222 -0.947 -0.686 0.517 0.085 -0.572 0.11
H -1.769 0.687 -0.059 -0.419 -0.178 0.443 0.10
```
Positions in Å, forces in eV/Å.

LUMO energy (spin up / spin down) = -0.0296 / 0.0218 hartree
Maximum force = 3.95 eV Å⁻¹
Frontier orbital gap (spin up / spin down) = 5.5457 / 8.5145 eV
HOMO energy (spin up / spin down) = -0.233 / -0.291 Ha
Energy above the lowest of the compared OMol25 structures with the same formula, charge and spin = 3.806 eV

***

No. 6
Formula: C4H7N3O
Source: the Open Molecules 2025 dataset
Level of theory: the ωB97M-V functional and the def2-TZVPD basis

The geometry in XYZ format:
```
15
Properties=species:S:1:pos:R:3:forces:R:3:lowdin_charge:R:1
C 1.788 0.183 -0.476 -2.598 -0.070 1.541 -0.26
C 0.271 -0.062 -0.256 2.919 5.553 -3.005 -0.36
C -1.396 -0.672 0.752 -8.088 1.582 3.084 -0.18
C -1.828 0.505 0.206 1.886 0.081 -2.038 -0.35
H 2.460 -1.808 -1.001 -0.519 1.170 -0.345 0.07
H 2.257 -1.505 0.615 0.988 1.735 -2.993 0.14
H 2.085 0.985 0.293 -0.047 -1.240 -1.144 0.14
H 1.720 0.597 -1.422 1.143 0.971 -2.088 0.07
H -1.860 -1.256 1.549 -0.557 0.226 -0.487 0.12
H -3.715 0.625 0.578 2.412 2.099 -0.975 0.19
H -0.491 2.098 -0.565 -0.703 -4.824 -0.858 0.25
N 2.552 -1.007 -0.368 0.460 -2.602 3.993 -0.04
N -0.178 -0.847 0.554 5.718 -5.217 0.879 0.06
N -0.733 0.912 -0.718 -0.123 2.608 3.547 0.13
O -2.933 1.253 0.258 -2.891 -2.073 0.890 0.03
```
Positions in Å, forces in eV/Å.

LUMO energy = 0.0175 hartree
Maximum force = 8.80 eV Å⁻¹
Frontier orbital gap = 8.5597 eV
HOMO energy = -0.297 Ha
Energy above the lowest of the compared OMol25 structures with the same formula, charge and spin = 3.629 eV

***

No. 7
Formula: C4H7N3O2
Source: the Open Molecules 2025 dataset
Level of theory: the ωB97M-V functional and the def2-TZVPD basis

The geometry in XYZ format:
```
16
Properties=species:S:1:pos:R:3:forces:R:3:lowdin_charge:R:1
C -2.927 0.429 0.118 -7.040 1.946 -0.123 -0.14
C -1.695 -0.212 -0.078 2.464 -5.145 1.485 -0.52
C 0.694 0.841 -0.165 -2.787 1.879 2.811 -0.33
C 1.484 -0.489 0.016 0.619 -1.325 -0.987 -0.43
H -3.039 1.356 -0.650 0.065 -1.942 1.861 0.13
H -3.499 0.741 1.210 2.445 -0.806 -2.839 0.16
H -3.588 -0.389 -0.283 -0.225 1.274 0.452 0.08
H -0.641 -1.779 -0.427 -2.600 -0.082 1.191 0.04
H -1.373 1.757 0.171 3.882 -3.072 -0.517 0.22
H 3.475 -1.165 0.595 -2.647 3.958 -3.145 0.27
H 3.248 0.659 -0.151 -0.459 -0.258 0.361 0.09
N -1.686 -1.573 -0.151 2.895 4.815 -1.648 0.12
N -0.699 0.783 0.056 -1.605 1.495 -0.969 0.10
N 2.829 -0.266 -0.070 2.035 -4.124 3.148 0.12
O 1.141 1.967 0.006 1.431 -1.262 -1.157 0.06
O 0.981 -1.617 0.163 1.525 2.648 0.075 0.02
```
Positions in Å, forces in eV/Å.

LUMO energy = -0.0139 hartree
Maximum force = 7.31 eV Å⁻¹
Frontier orbital gap = 8.8496 eV
HOMO energy = -0.339 Ha
Energy above the lowest of the compared OMol25 structures with the same formula, charge and spin = 4.202 eV

***

No. 8
Formula: C4H7N3O2
Source: the Open Molecules 2025 dataset
Level of theory: the ωB97M-V functional and the def2-TZVPD basis

The geometry in XYZ format:
```
16
Properties=species:S:1:pos:R:3:forces:R:3:lowdin_charge:R:1
C 1.808 -1.132 0.788 0.670 -0.030 3.480 -0.10
C 1.210 0.275 0.923 -1.202 -1.578 -1.866 -0.22
C -0.179 0.259 0.369 -2.026 1.519 4.687 -0.31
C -1.897 0.551 -1.042 0.478 -0.956 -6.497 -0.52
H 1.539 -1.702 -0.156 0.253 0.599 1.499 0.08
H 3.000 -1.015 0.930 -2.855 -0.782 -0.239 0.11
H 1.229 -1.441 1.915 2.191 -0.899 -3.640 0.16
H 1.707 0.975 0.334 1.138 1.422 -0.881 0.09
H 1.228 0.531 1.943 -0.238 0.732 1.044 0.09
H -3.397 0.092 0.428 4.516 3.022 -1.114 0.32
H -0.028 0.303 -2.754 -0.768 -0.020 -0.188 0.11
N -1.323 0.486 1.066 3.621 -0.788 1.501 0.06
N -2.286 0.690 0.160 -6.639 -2.632 4.531 0.02
N -0.497 0.260 -0.881 -0.871 0.571 -5.103 0.01
O -2.570 0.587 -2.097 1.866 -0.108 1.360 0.01
O 0.455 0.282 -1.925 -0.133 -0.074 1.426 0.08
```
Positions in Å, forces in eV/Å.

LUMO energy = 0.0143 hartree
Maximum force = 8.46 eV Å⁻¹
Frontier orbital gap = 8.9678 eV
HOMO energy = -0.315 Ha
Energy above the lowest of the compared OMol25 structures with the same formula, charge and spin = 5.413 eV